Entry 1:
The following is a quantum chemistry calculation of a structure of composition C4H3N3O2, from the Open Molecules 2025 dataset.

```
! wB97M-V def2-TZVPD RIJCOSX def2/J DEFGRID3
* xyz 0 1
C -0.54 -0.17 -2.03
C -0.37 -0.08 -0.76
C -0.51 -0.53 1.42
C 0.86 0.18 1.61
H -1.54 -0.73 -3.69
H 0.38 0.24 -2.47
H -0.68 -1.02 2.66
N -1.27 -0.66 0.36
N 1.76 0.24 0.53
N 1.03 0.37 -0.60
O -1.70 -0.61 -2.68
O 1.03 1.29 2.68
*
```

Results
LUMO: -2.03 eV
HOMO level: -9.900 eV
energy relative to the best compared isomer or geometry (same formula, charge and spin): 705.9 kJ/mol
F_max: 10.20 eV/A
gap between HOMO and LUMO: 7.87 eV


Entry 2:
The following is a quantum chemistry calculation of the molecule C4H3N5OS, from the Open Molecules 2025 dataset.

```
! wB97M-V def2-TZVPD RIJCOSX def2/J DEFGRID3
* xyz 0 1
C 0.45 -1.00 0.43
C -1.46 -0.76 -0.85
C -0.25 1.21 -0.51
C 0.61 0.52 0.24
H 1.27 -2.83 0.98
H 2.04 -1.29 1.71
H -1.86 1.08 -1.74
N 1.27 -1.73 1.22
N -0.50 -1.53 -0.29
N -1.23 0.55 -1.10
N -0.04 2.59 -0.54
N 0.82 2.87 0.49
O -2.66 -1.14 -1.23
S 1.54 1.47 1.19
*
```

Results
LUMO: -0.87 eV
HOMO level: -9.045 eV
energy relative to the best compared isomer or geometry (same formula, charge and spin): 79.0 kJ/mol
F_max: 6.77 eV/A
gap between HOMO and LUMO: 8.18 eV


Entry 3:
The following is a quantum chemistry calculation of a cluster of 2 separate species, C4H3NO in total, from the Open Molecules 2025 dataset.

```
! wB97M-V def2-TZVPD RIJCOSX def2/J DEFGRID3
* xyz 0 1
O -1.22 1.24 -0.52
C -0.53 0.11 -0.46
C 0.90 0.23 -0.32
C 2.09 0.33 -0.18
C -1.23 -1.37 0.92
N -1.58 -2.16 1.70
H -0.71 1.99 -0.17
H -1.00 -0.77 -0.83
H 3.15 0.38 -0.03
*
```

Results
LUMO: -0.83 eV
HOMO level: -10.282 eV
energy relative to the best compared isomer or geometry (same formula, charge and spin): 389.1 kJ/mol
F_max: 2.04 eV/A
gap between HOMO and LUMO: 9.45 eV


Entry 4:
The following is a quantum chemistry calculation of the molecule C4H3NO, from the Open Molecules 2025 dataset.

```
! wB97M-V def2-TZVPD RIJCOSX def2/J DEFGRID3
* xyz 0 1
C 0.08 0.03 0.03
C 0.37 -1.29 0.04
C 1.26 0.23 -0.64
C -1.17 0.85 0.39
N 1.40 -1.90 -0.43
O 2.09 -0.83 -0.84
H -0.94 1.09 1.48
H -1.16 1.62 -0.36
H -1.93 0.20 0.33
*
```

Results
LUMO (spin up / spin down): -0.95 / -1.47 eV
HOMO level (spin up / spin down): -10.232 / -9.730 eV
energy relative to the best compared isomer or geometry (same formula, charge and spin): 596.3 kJ/mol
F_max: 5.46 eV/A
gap between HOMO and LUMO (spin up / spin down): 9.28 / 8.26 eV